--- a ---
# C4H9O2S

A 2-piece molecular cluster, C4H9O2S overall (ωB97M-V/def2-TZVPD, the OMol25 dataset).

The geometry in XYZ format:
```
16
Properties=species:S:1:pos:R:3:lowdin_charge:R:1
C 2.356 -0.306 -0.564 -0.106
C 2.567 0.284 0.878 -0.171
C 1.405 -1.381 -0.510 -0.241
C -3.396 1.067 -0.493 -0.241
O -1.153 -0.238 -0.783 -0.601
O -2.975 -1.423 0.482 -0.609
S -2.121 -0.180 0.349 0.622
H 2.995 -0.504 1.405 0.026
H 3.207 1.251 0.634 0.081
H 1.531 0.458 1.138 0.054
H 1.334 -2.081 0.244 0.039
H 1.260 -1.843 -1.604 0.102
H 0.362 -0.888 -0.406 0.050
H -4.322 1.091 -0.069 -0.036
H -3.140 2.127 -0.305 0.027
H -3.617 0.759 -1.470 0.004
```

Results
* HOMO-LUMO gap: 0.277 hartree
* net charge: -1
* lowest unoccupied orbital energy: 3.849 eV
* HOMO energy: -3.687 eV



--- b ---
# C4H9O2S

A 2-piece molecular cluster, C4H9O2S overall (ωB97M-V/def2-TZVPD, the OMol25 dataset).

The geometry in XYZ format:
```
16
Properties=species:S:1:pos:R:3:lowdin_charge:R:1
O 1.087 1.659 1.529 -0.137
C -0.060 1.817 2.003 -0.661
O -1.161 1.434 1.554 -0.138
H -0.113 2.363 2.980 0.081
C 1.976 -0.301 -1.062 -0.173
C 0.590 -0.492 -0.458 -0.599
S -0.639 -1.322 -1.485 0.734
C -2.140 -1.021 -0.566 -0.451
H 2.514 0.283 -0.311 0.062
H 1.919 0.288 -1.981 0.061
H 2.490 -1.247 -1.256 0.054
H 0.260 0.505 -0.186 0.036
H 0.652 -1.069 0.470 0.076
H -2.273 -1.767 0.218 0.026
H -2.160 -0.017 -0.147 0.017
H -2.943 -1.115 -1.303 0.012
```

Results
* HOMO-LUMO gap: 0.280 hartree
* net charge: -1
* lowest unoccupied orbital energy: 3.419 eV
* HOMO energy: -4.194 eV



Taking the most stable structure as the zero point, the relative energies in kcal/mol are a 127.1; b 0.0.